No. 1
Density functional theory data (the ωB97M-V functional and the def2-TZVPD basis) for one molecule with the formula C3H6N2O.

Cartesian coordinates (Å):
C: -1.995 1.214 -0.063
C: -0.801 -0.709 0.324
O: -0.727 0.621 0.209
N: 0.460 -1.198 0.307
C: 1.663 -0.531 0.029
N: 2.675 -1.218 -0.302
H: -1.797 2.253 -0.343
H: -2.451 0.674 -0.896
H: -2.650 1.159 0.813
H: 0.539 -2.207 0.279
H: 1.609 0.556 0.123
H: 3.475 -0.614 -0.481

Results
M: 86.1 g mol⁻¹
Kohn-Sham gap: 0.3647 hartree



No. 2
Density functional theory data (the ωB97M-V functional and the def2-TZVPD basis) for one molecule with the formula C3H6N2O at a distorted geometry.

Cartesian coordinates (Å):
C: -1.874 0.270 -0.687
N: -0.599 -0.103 -0.182
C: 0.394 -0.385 -0.921
N: 1.627 -0.476 -0.298
C: 1.585 0.177 0.992
O: 2.563 0.344 1.675
H: -2.050 1.338 -0.491
H: -1.949 0.087 -1.763
H: -2.647 -0.292 -0.159
H: 0.335 -0.512 -2.008
H: 2.468 -0.606 -0.852
H: 0.417 0.360 1.035

Results
M: 86.1 g mol⁻¹
Kohn-Sham gap: 0.3578 hartree



No. 3
Density functional theory data (the ωB97M-V functional and the def2-TZVPD basis) for C3H6N2O as an isolated structure at a distorted geometry.

Cartesian coordinates (Å):
N: 0.601 1.875 -1.082
C: 0.173 0.739 -0.472
O: -1.080 0.583 -0.084
N: 1.029 -0.218 -0.292
C: 0.542 -1.071 0.787
C: -0.851 -1.174 0.289
H: 1.601 1.941 -1.203
H: 0.039 2.699 -1.179
H: 1.155 -1.986 0.816
H: 0.588 -0.595 1.782
H: -0.887 -1.835 -0.597
H: -1.736 -1.133 0.886

Results
M: 86.1 g mol⁻¹
Kohn-Sham gap: 0.3428 hartree



No. 4
Density functional theory data (the ωB97M-V functional and the def2-TZVPD basis) for one molecule with the formula C3H6N2O at a distorted geometry.

Cartesian coordinates (Å):
C: -1.022 -0.713 1.066
C: -1.723 0.257 1.679
C: 1.683 0.421 -1.413
N: -1.204 -1.002 -0.274
N: 0.712 -0.049 -0.472
O: -0.252 -0.682 -0.996
H: -0.113 -1.227 1.418
H: -2.556 0.793 1.296
H: -1.368 0.649 2.544
H: 1.490 0.314 -2.476
H: 1.819 1.483 -1.114
H: 2.534 -0.245 -1.258

Results
M: 86.1 g mol⁻¹
Kohn-Sham gap (spin up / spin down): 0.3305 / 0.3330 hartree



No. 5
Density functional theory data (the ωB97M-V functional and the def2-TZVPD basis) for one molecule with the formula C3H6N2O at a distorted geometry.

Cartesian coordinates (Å):
O: -1.002 -1.143 1.802
N: -0.496 -0.826 0.634
C: 0.532 -0.171 0.562
C: 0.971 0.524 -0.552
C: -0.113 1.467 -1.090
N: 0.207 0.163 -1.708
H: -0.512 -0.867 2.485
H: 1.137 -0.228 1.532
H: 1.949 0.732 -0.913
H: 0.610 2.083 -1.671
H: -0.980 1.686 -0.522
H: -0.501 -0.544 -1.329

Results
M: 86.1 g mol⁻¹
Kohn-Sham gap: 0.3673 hartree



No. 6
Density functional theory data (the ωB97M-V functional and the def2-TZVPD basis) for C3H6N2O as an isolated structure.

Cartesian coordinates (Å):
O: -1.755 -2.015 -0.768
C: -0.946 -1.083 -0.414
N: 0.337 -0.848 -0.708
C: 0.923 0.432 -0.306
C: 0.203 0.927 0.942
N: -1.882 -0.586 0.300
H: 0.681 -1.322 -1.530
H: 0.833 1.161 -1.122
H: 1.989 0.280 -0.107
H: 0.293 0.202 1.754
H: 0.573 1.894 1.277
H: -0.865 1.052 0.732

Results
M: 86.1 g mol⁻¹
Kohn-Sham gap: 0.3503 hartree



No. 7
Density functional theory data (the ωB97M-V functional and the def2-TZVPD basis) for one molecule with the formula C3H6N2O.

Cartesian coordinates (Å):
N: -0.372 1.355 1.102
C: 0.310 0.184 1.195
O: 0.602 -0.360 2.246
C: 0.606 -0.478 -0.128
C: -0.559 -0.948 -0.915
N: 0.162 0.249 -1.320
H: -0.532 1.863 1.957
H: -0.399 1.831 0.211
H: 1.497 -1.105 -0.106
H: -1.569 -0.782 -0.557
H: -0.398 -1.845 -1.507
H: 0.654 0.036 -2.178

Results
M: 86.1 g mol⁻¹
Kohn-Sham gap: 0.3933 hartree



No. 8
Density functional theory data (the ωB97M-V functional and the def2-TZVPD basis) for one molecule with the formula C3H6N2O.

Cartesian coordinates (Å):
N: 1.575 0.011 -0.538
C: 0.456 0.030 0.259
O: 0.654 -0.049 1.509
C: -0.880 0.129 -0.299
C: -1.156 -0.108 -1.583
N: -0.449 -0.274 2.358
H: 2.444 0.055 -0.022
H: 1.549 0.621 -1.343
H: -1.633 0.402 0.435
H: -0.400 -0.468 -2.276
H: -2.161 0.026 -1.970
H: 0.016 -0.064 3.247

Results
M: 86.1 g mol⁻¹
Kohn-Sham gap (spin up / spin down): 0.2568 / 0.2574 hartree



No. 9
Density functional theory data (the ωB97M-V functional and the def2-TZVPD basis) for one molecule with the formula C3H6N2O at a distorted geometry.

Cartesian coordinates (Å):
O: 2.594 -0.080 -0.621
C: 1.437 -0.122 -0.291
N: 0.688 1.032 0.034
C: -0.727 0.774 -0.067
C: -0.779 -0.615 0.466
N: 0.503 -1.169 -0.199
H: 1.043 1.873 -0.405
H: -1.073 0.727 -1.110
H: -1.348 1.470 0.486
H: -0.570 -0.730 1.532
H: -1.774 -1.093 0.266
H: 0.006 -2.067 -0.091

Results
M: 86.1 g mol⁻¹
Kohn-Sham gap: 0.3851 hartree



No. 10
Density functional theory data (the ωB97M-V functional and the def2-TZVPD basis) for one molecule with the formula C3H6N2O.

Cartesian coordinates (Å):
C: -2.219 -0.185 -0.780
N: -0.964 -0.687 -0.255
C: 0.031 0.093 -0.239
N: 1.255 -0.344 0.261
C: 2.445 0.322 0.395
O: 3.431 -0.199 0.870
H: -2.992 -0.231 -0.004
H: -2.168 0.850 -1.153
H: -2.565 -0.826 -1.599
H: 0.015 1.130 -0.601
H: 1.282 -1.298 0.597
H: 2.452 1.365 0.041

Results
M: 86.1 g mol⁻¹
Kohn-Sham gap: 0.3929 hartree



No. 11
Density functional theory data (the ωB97M-V functional and the def2-TZVPD basis) for a 2-piece molecular cluster, C3H6N2O overall.

Cartesian coordinates (Å):
N: 0.985 -1.440 1.757
C: 1.251 -1.303 0.552
C: 1.475 -1.234 -0.742
O: 0.703 -0.573 -1.656
H: 1.403 -0.696 2.325
H: 2.348 -1.717 -1.164
H: 0.094 -0.004 -1.142
C: -1.775 1.687 -0.227
N: -0.941 0.822 0.173
H: -1.514 2.307 -1.087
H: -2.753 1.858 0.230
H: -1.276 0.294 0.981

Results
M: 86.1 g mol⁻¹
Kohn-Sham gap: 0.3206 hartree



No. 12
Density functional theory data (the ωB97M-V functional and the def2-TZVPD basis) for C3H6N2O as an isolated structure at a distorted geometry.

Cartesian coordinates (Å):
C: -0.420 0.315 -1.195
C: 0.449 -0.074 -0.043
C: 0.433 -1.487 0.489
N: -0.945 2.357 0.631
N: -0.759 0.642 0.141
O: -0.286 2.615 1.554
H: -0.081 1.107 -1.852
H: -1.053 -0.425 -1.672
H: 1.395 0.453 0.070
H: 1.146 -2.113 -0.044
H: -0.566 -1.902 0.374
H: 0.686 -1.489 1.547

Results
M: 86.1 g mol⁻¹
Kohn-Sham gap: 0.3139 hartree



No. 13
Density functional theory data (the ωB97M-V functional and the def2-TZVPD basis) for C3H6N2O as an isolated structure at a distorted geometry.

Cartesian coordinates (Å):
C: 1.066 -0.896 -0.170
C: -0.695 0.673 -0.004
C: 0.404 1.660 -0.465
H: -1.511 -1.993 1.447
H: 2.129 -1.049 -0.289
H: -1.007 0.172 0.978
H: -1.566 0.767 -0.731
H: 0.235 2.400 -1.239
H: 1.182 1.744 0.429
N: 0.371 -1.939 0.396
N: 0.400 0.117 -0.713
O: -1.008 -1.657 0.360

Results
M: 86.1 g mol⁻¹
Kohn-Sham gap: 0.3214 hartree



No. 14
Density functional theory data (the ωB97M-V functional and the def2-TZVPD basis) for one molecule with the formula C3H6N2O.

Cartesian coordinates (Å):
C: 0.642 1.554 -1.275
N: -0.059 0.640 -0.417
C: 0.568 -0.290 0.150
N: -0.092 -1.225 0.958
C: -1.443 -1.153 1.274
O: -2.074 -0.147 1.462
H: 0.211 1.470 -2.279
H: 1.728 1.379 -1.334
H: 0.458 2.574 -0.923
H: 1.646 -0.497 0.052
H: 0.316 -2.148 0.995
H: -1.900 -2.156 1.336

Results
M: 86.1 g mol⁻¹
Kohn-Sham gap: 0.3729 hartree



No. 15
Density functional theory data (the ωB97M-V functional and the def2-TZVPD basis) for one molecule with the formula C3H6N2O at a distorted geometry.

Cartesian coordinates (Å):
N: -1.662 0.401 -0.447
C: -0.959 0.353 0.715
O: -1.461 0.240 1.818
C: 0.549 0.309 0.551
C: 1.018 -0.913 -0.108
N: 0.973 0.378 -0.843
H: -2.663 0.499 -0.384
H: -1.175 0.682 -1.287
H: 1.081 0.674 1.429
H: 0.362 -1.670 -0.500
H: 2.014 -1.231 0.212
H: 1.923 0.279 -1.155

Results
M: 86.1 g mol⁻¹
Kohn-Sham gap: 0.3954 hartree



No. 16
Density functional theory data (the ωB97M-V functional and the def2-TZVPD basis) for C3H6N2O as an isolated structure at a distorted geometry.

Cartesian coordinates (Å):
C: 1.669 -0.620 -0.108
N: 0.656 0.341 0.243
C: -0.655 0.173 -0.007
N: -1.185 -0.827 -0.607
C: -2.064 1.326 0.441
O: -1.911 2.368 1.029
H: 1.507 -1.579 0.401
H: 2.637 -0.227 0.201
H: 1.700 -0.787 -1.192
H: 0.905 1.165 0.753
H: -0.559 -1.576 -0.925
H: -2.699 0.242 -0.229

Results
M: 86.1 g mol⁻¹
Kohn-Sham gap: 0.3701 hartree



No. 17
Density functional theory data (the ωB97M-V functional and the def2-TZVPD basis) for one molecule with the formula C3H6N2O at a distorted geometry.

Cartesian coordinates (Å):
C: 2.013 -0.489 0.608
C: 1.045 -0.307 -0.365
N: -0.315 -0.020 0.088
C: -1.385 0.383 -0.790
N: -0.514 0.132 1.413
O: -1.652 0.516 1.683
H: 3.152 -0.606 0.477
H: 1.640 -0.353 1.720
H: 1.081 -0.503 -1.502
H: -1.947 1.284 -0.491
H: -1.101 0.452 -1.799
H: -2.017 -0.490 -1.043

Results
M: 86.1 g mol⁻¹
Kohn-Sham gap: 0.3442 hartree



No. 18
Density functional theory data (the ωB97M-V functional and the def2-TZVPD basis) for one molecule with the formula C3H6N2O.

Cartesian coordinates (Å):
C: 1.458 -0.526 0.231
N: 0.493 0.108 -0.684
C: -0.989 -0.013 -0.388
N: -1.499 -0.756 -1.255
C: -1.583 0.781 0.715
O: -0.970 1.613 1.346
H: 0.978 -1.394 0.689
H: 1.785 0.162 1.013
H: 2.321 -0.867 -0.348
H: 0.784 1.053 -0.941
H: -0.054 -0.597 -1.556
H: -2.656 0.566 0.880

Results
M: 86.1 g mol⁻¹
Kohn-Sham gap: 0.3280 hartree



No. 19
Density functional theory data (the ωB97M-V functional and the def2-TZVPD basis) for one molecule with the formula C3H6N2O2.

Cartesian coordinates (Å):
H: 0.416 0.827 -1.204
N: 1.349 1.123 -0.929
C: 1.766 0.723 0.192
O: 1.212 -0.063 1.153
C: 0.026 -0.778 0.875
C: -1.081 0.084 0.268
N: -1.538 -0.351 -0.940
O: -1.523 1.061 0.831
H: 2.749 1.028 0.546
H: 0.258 -1.641 0.238
H: -0.333 -1.141 1.842
H: -2.224 0.209 -1.421
H: -1.078 -1.081 -1.453

Results
M: 102.1 g mol⁻¹
Kohn-Sham gap: 0.4002 hartree



No. 20
Density functional theory data (the ωB97M-V functional and the def2-TZVPD basis) for one molecule with the formula C3H6N2O2 at a distorted geometry.

Cartesian coordinates (Å):
O: 2.533 0.439 -0.050
C: 1.210 0.166 0.008
C: 0.061 0.973 0.613
C: -1.105 0.187 0.395
O: -1.850 0.697 -0.748
N: -0.623 -1.193 -0.024
N: 0.764 -1.142 -0.216
H: 2.481 1.338 -0.162
H: 0.189 2.100 0.523
H: -1.811 -0.024 1.166
H: -2.192 -0.014 -1.210
H: -0.721 -1.855 0.739
H: 1.065 -1.671 -1.034

Results
M: 102.1 g mol⁻¹
Kohn-Sham gap: 0.3159 hartree